Here is 2 unconnected molecules or ions with the total composition C4H12 from OMol25. Energies are from the ωB97M-V functional and the def2-TZVPD basis.

Properties
energy relative to the best compared isomer or geometry (same formula, charge and spin) = 8.22 kcal/mol
SMILES = CC.CC
LUMO level = 1.19 eV
molecular weight = 60.140 g/mol
gap between HOMO and LUMO = 0.475 Eh
E = -159.571880 a.u.
net charge = 0

```
16
C4H12, DFT the ωB97M-V functional and the def2-TZVPD basis
C 0.93815 0.01256 -1.68375
C -0.49065 -0.36581 -2.06153
H 1.62708 -0.61991 -2.23609
H 1.13288 1.06335 -1.88764
H 1.10069 -0.21400 -0.63276
H -1.18729 0.45590 -1.87336
H -0.61207 -0.61951 -3.10931
H -0.95356 -1.14804 -1.45244
C -0.33440 -0.57226 2.02967
C -0.12127 0.92430 1.67446
H -1.40041 -0.75555 1.98961
H 0.15403 -1.21041 1.30156
H 0.25037 -0.83506 2.90973
H 0.09831 1.08653 0.62858
H 0.69770 1.34498 2.26176
H -1.01620 1.47144 1.95294
```

Löwdin atomic charge list, values in e, 2 entries: number 1, C, carries -0.167; number 2, C, carries -0.173


Here is a single C13H15NO3 molecule from OMol25. Energies are from the ωB97M-V functional and the def2-TZVPD basis.

Properties
energy relative to the best compared isomer or geometry (same formula, charge and spin) = 30.82 kcal/mol
SMILES = CO[C@H](c1ccc(C)cc1)N1C(=O)CCC1=O
LUMO level = 0.72 eV
molecular weight = 233.267 g/mol
gap between HOMO and LUMO = 0.349 Eh
E = -784.848844 a.u.
net charge = 0

```
32
C13H15NO3, DFT the ωB97M-V functional and the def2-TZVPD basis
C 4.05415 -0.04620 2.16051
O 2.68688 0.39798 2.40677
C 1.90915 -0.75421 2.33747
C 0.42849 -0.41422 2.12154
C -0.55930 -1.44042 2.04221
C -1.88262 -1.12470 1.71320
C -2.27800 0.19777 1.53042
C -3.73861 0.43626 1.36873
C -1.34038 1.21786 1.57599
C 0.00414 0.91607 1.91724
N 2.10031 -1.51001 3.61583
C 1.87631 -0.84728 4.79838
O 1.43731 0.27709 4.79949
C 2.30131 -1.80984 5.92412
C 2.83555 -3.03348 5.25604
C 2.68799 -2.76035 3.75326
O 3.01659 -3.47095 2.82091
H 4.57985 0.88746 2.07407
H 4.42795 -0.63503 3.01715
H 4.10263 -0.66894 1.25060
H 2.28732 -1.65995 1.77410
H -0.23745 -2.47287 2.25561
H -2.69466 -1.86118 1.58273
H -4.00219 1.48320 1.31304
H -4.15983 -0.01762 0.47376
H -4.37652 0.04681 2.17411
H -1.68640 2.27396 1.36994
H 0.73803 1.71022 2.01086
H 1.39696 -2.05687 6.48699
H 3.07093 -1.30383 6.50732
H 3.89728 -3.16752 5.48611
H 2.22302 -3.91172 5.51002
```

Löwdin atomic charge list, values in e, 2 entries: number 1, C, carries -0.031; number 2, O, carries -0.112


Here is 16 unconnected molecules or ions with the total composition C60H91Cl2F3N16O5 from OMol25. Energies are from the ωB97M-V functional and the def2-TZVPD basis.

Properties
LUMO level = -0.02 eV
molecular weight = 1244.395 g/mol
gap between HOMO and LUMO = 0.313 Eh
E = -4811.783559 a.u.
net charge = 0

```
177
C60H91Cl2F3N16O5, DFT the ωB97M-V functional and the def2-TZVPD basis
C -1.65311 0.51591 -4.10454
C -0.21686 0.40212 -3.31312
C 1.09621 0.57894 -4.28033
C 2.12564 -0.71437 -4.26776
C 3.46467 -0.39303 -3.35368
C 4.43469 -1.73665 -3.14260
C 5.68145 -1.36636 -2.09369
C 5.86823 -2.72236 -1.15571
C 7.00890 -2.57879 0.01092
C 6.46177 -2.71322 1.54901
O 5.28024 -3.58066 1.71811
C 5.69825 -5.01057 1.90155
O 4.70344 -5.81461 1.18242
C 5.30284 -6.83485 0.31620
C 4.77763 -6.80632 -1.24719
C 3.20372 -7.31705 -1.23283
O 5.68136 -5.23082 3.37328
C 5.79137 -6.69122 3.67611
O 6.93368 -7.35141 3.46118
C 4.41446 -7.37101 4.32550
C 4.02276 -6.95298 5.89258
C 2.65646 -7.53688 6.60345
C 1.71514 -8.53952 5.68697
C 2.09026 -9.00916 4.15598
C 3.46933 -8.40860 3.47596
C 6.03823 -1.21567 2.05605
C 4.38462 -1.05471 2.17868
C 3.91548 0.48287 2.56596
C 2.38742 0.78571 1.97877
N 6.63076 -0.76470 3.35961
C 6.28961 -1.63714 4.53546
O 5.24826 -0.89842 5.32201
C 4.72228 -1.73646 6.41076
F 5.73244 -2.00566 7.49735
F 3.65251 -0.91173 7.08730
F 4.02662 -2.97679 5.95299
C 8.08192 -0.37491 3.28216
Cl 9.50634 -1.41341 2.71923
C 8.42517 1.02416 3.76183
C 7.25811 2.07006 4.32484
Cl 10.17936 1.69209 3.80359
H -1.52000 0.65272 -5.26419
H -2.33352 1.39054 -3.67848
H -2.25366 -0.48835 -3.95121
H -0.18848 -0.64573 -2.75986
H -0.21210 1.23890 -2.47157
H 0.70705 0.72633 -5.37692
H 1.68902 1.53815 -3.91751
H 2.52548 -0.92034 -5.36320
H 1.54064 -1.68188 -3.92184
H 3.08226 -0.12067 -2.25925
H 4.15411 0.44876 -3.79171
H 3.70901 -2.55562 -2.66805
H 4.80770 -2.18766 -4.15594
H 6.64866 -1.07186 -2.69218
H 5.26076 -0.50551 -1.41068
H 6.25773 -3.56388 -1.90405
H 4.79866 -3.01075 -0.77948
H 7.80436 -3.43594 -0.14597
H 7.58271 -1.55301 -0.18761
H 7.27457 -3.11678 2.32039
H 6.79151 -5.07338 1.49294
H 6.47089 -6.85834 0.29074
H 4.95990 -7.89188 0.75046
H 4.92285 -5.77832 -1.79009
H 5.38260 -7.64014 -1.84986
H 3.07422 -8.40431 -0.78288
H 2.70871 -7.29098 -2.31116
H 2.60954 -6.59385 -0.51465
H 4.74628 -6.22558 6.48972
H 2.36912 -7.21156 7.69950
H 0.71759 -8.94300 6.14766
H 1.37939 -9.73833 3.54895
H 3.77780 -8.71864 2.38680
H 6.35795 -0.41530 1.23188
H 3.93296 -1.74871 3.03480
H 3.91245 -1.38383 1.15808
H 4.68981 1.29148 2.20308
H 3.82226 0.62608 3.74307
H 1.96380 -0.16477 1.43834
H 2.39623 1.74316 1.29455
H 1.68015 1.02390 2.88445
H 7.22825 -1.72963 5.25606
H 5.95346 -2.72846 4.28652
H 6.44477 2.22431 3.46654
H 7.72478 3.11629 4.64608
H 6.76542 1.60408 5.30251
C -5.54287 2.32192 -4.00350
C -5.04550 0.89261 -3.86181
N -4.63284 -0.29314 -3.74420
H -4.85663 2.89465 -4.63330
H -6.53556 2.32734 -4.46198
H -5.60238 2.79519 -3.01959
C -4.37685 2.60902 0.24670
C -5.21914 3.34760 -0.78064
N -5.91784 3.96035 -1.63297
H -4.13208 3.27657 1.07739
H -4.92986 1.74827 0.63265
H -3.44914 2.25885 -0.21409
C -7.78504 4.98516 2.30026
C -6.92179 3.78481 2.65292
N -6.20564 2.78897 2.94542
H -8.84065 4.74140 2.44807
H -7.52266 5.83330 2.93861
H -7.62684 5.26385 1.25484
C -8.95208 6.10400 -3.50827
C -8.42361 6.15532 -2.08403
N -7.98521 6.19782 -0.90245
H -10.00244 6.40727 -3.52724
H -8.37464 6.78024 -4.14461
H -8.86789 5.08689 -3.90071
C 1.58107 -5.04322 10.34024
C 2.07844 -6.47253 10.48193
N 2.49110 -7.65828 10.59954
H 2.26730 -4.47050 9.71043
H 0.58838 -5.03781 9.88175
H 1.52156 -4.56995 11.32414
C -3.76925 -1.61648 0.50067
C -2.34020 -1.13672 0.69569
N -1.15464 -0.73877 0.85754
H -4.42201 -1.15663 1.24767
H -4.12157 -1.34197 -0.49742
H -3.81546 -2.70364 0.60818
C -0.27159 -9.64060 11.93936
C -1.66783 -9.74434 12.53108
N -2.82614 -9.83046 13.02202
H -0.14246 -10.39140 11.15500
H -0.12220 -8.64659 11.50888
H 0.47695 -9.80738 12.71876
C -13.17209 8.65205 -3.68793
C -12.36312 7.45796 -4.16760
N -11.69193 6.46737 -4.56556
H -13.71826 9.09321 -4.52618
H -13.88751 8.33493 -2.92419
H -12.50576 9.40632 -3.26051
C 0.73149 4.70207 -5.81904
C -0.49451 4.20333 -5.07166
N -1.51161 3.78951 -4.45168
H 0.42756 5.19630 -6.74582
H 1.28141 5.41530 -5.19890
H 1.38739 3.86164 -6.06210
C -2.68763 3.27763 5.01332
C -2.62212 3.73249 3.56446
N -2.56782 4.10989 2.36249
H -3.37753 2.43468 5.10851
H -1.69555 2.96573 5.35122
H -3.03788 4.09775 5.64605
C -12.53630 12.66422 -4.75553
C -12.53904 12.00928 -3.38388
N -12.54136 11.46598 -2.24592
H -11.78538 13.45836 -4.78787
H -12.30208 11.92120 -5.52281
H -13.51932 13.09481 -4.96499
C -8.01439 6.99423 -7.61674
C -7.95702 5.72641 -6.78024
N -7.90936 4.67461 -6.08630
H -8.42204 6.76980 -8.60620
H -8.65350 7.73465 -7.12787
H -7.01000 7.41093 -7.73145
C 0.82087 8.68715 -6.91914
C 1.62985 7.49305 -7.39882
N 2.30104 6.50247 -7.79678
H 0.27471 9.12831 -7.75739
H 0.10545 8.37003 -6.15541
H 1.48721 9.44141 -6.49172
C 2.36932 7.65126 -11.73206
C 1.88850 8.72474 -10.76932
N 1.48960 9.61525 -9.97058
H 1.52835 7.27490 -12.32087
H 3.12028 8.06732 -12.40928
H 2.81306 6.82200 -11.17436
C -1.22282 -11.37928 0.95504
C 0.20623 -10.89952 1.15007
N 1.39179 -10.50157 1.31191
H -1.87559 -10.91942 1.70205
H -1.57514 -11.10476 -0.04305
H -1.26903 -12.46643 1.06255
```

Löwdin atomic charge list, values in e, 2 entries: number 1, C, carries -0.180; number 2, C, carries -0.255


Here is a molecular structure, C7H16N2 from OMol25. Energies are from the ωB97M-V functional and the def2-TZVPD basis.

Properties
energy relative to the best compared isomer or geometry (same formula, charge and spin) = 130.65 kcal/mol
LUMO level = 0.76 eV
molecular weight = 128.219 g/mol
gap between HOMO and LUMO = 0.246 Eh
E = -385.632389 a.u.
net charge = 0

```
25
C7H16N2, DFT the ωB97M-V functional and the def2-TZVPD basis
C 1.66910 -1.30790 0.74912
C 1.85944 1.10367 1.08795
N 0.97833 -0.00171 0.66628
C 0.94553 -0.11749 -1.88576
N 0.43343 0.55743 -0.89058
H 0.99241 -2.10720 0.45389
H 2.53575 -1.32160 0.09015
H 2.23660 0.92027 2.09569
H 1.29459 2.03281 1.05094
H 2.69726 1.15866 0.39352
H 1.98704 -1.46856 1.78029
H 1.04287 -1.20631 -1.90026
H 1.08642 0.42946 -2.81498
C -2.03385 1.44446 -0.26167
C -1.86425 -1.01822 -0.86014
C -1.27642 0.14897 -0.12888
C -0.51107 -0.11314 1.11494
H -3.11469 1.33076 -0.09896
H -1.91164 1.84949 -1.27551
H -1.65828 2.20159 0.43148
H -1.56908 -1.99303 -0.45700
H -2.95962 -1.00542 -0.86379
H -1.53829 -1.00892 -1.92281
H -0.69400 0.60952 1.91068
H -0.62758 -1.11759 1.53544
```

Löwdin atomic charge list, values in e, 2 entries: number 1, C, carries -0.056; number 2, C, carries -0.048